# 1
A cluster of 3 separate species, CH7NO3 in total, computed with ωB97M-V/def2-TZVPD.

Each line ends with the Mulliken charge.
Positions of all 12 atoms, in Å:
1 C -0.029 0.790 0.831  0.166
2 N -0.096 1.995 0.259  -0.304
3 O 0.933 0.044 0.812  -0.622
4 H -0.923 0.443 1.377  0.297
5 H 0.769 2.370 -0.123  0.240
6 H -0.940 2.530 0.361  0.217
7 H -1.358 -2.491 1.447  0.314
8 H -1.203 -2.942 0.003  0.327
9 O -1.779 -3.029 0.770  -0.641
10 H 1.372 -0.008 -1.145  0.336
11 H 2.056 0.228 -2.498  0.315
12 O 1.198 0.071 -2.094  -0.645

Values from the calculation:
Structure (SMILES)   NC=O.O.O
E_HOMO   -10.60 eV
Frontier orbital gap   0.4151 hartree
Relative energy (zero: lowest compared OMol25 entry of this formula, charge and spin)   2.29 kcal per mole
E   -322.7850 Ha
M   81.07 u

=====

# 2
A structure of composition C36H47F9GeN3O11PPbS2, computed with ωB97M-V/def2-TZVPD.

Each line ends with the Löwdin spin population.
Positions of all 111 atoms, in Å:
1 Pb -0.251 -1.204 -0.428  0.023
2 O -3.098 2.889 1.101  0.000
3 C -2.597 1.743 0.683  0.000
4 O -2.210 1.629 -0.485  0.000
5 C -2.603 0.690 1.725  0.000
6 C -3.071 1.061 2.973  0.000
7 C -2.972 0.169 4.028  0.000
8 C -2.419 -1.057 3.782  0.000
9 C -1.957 -1.351 2.498  0.000
10 N -2.062 -0.513 1.477  0.003
11 C -1.215 -2.674 2.303  0.000
12 O -1.506 -3.575 3.082  0.000
13 O -0.348 -2.690 1.368  0.002
14 H -2.832 3.617 0.511  0.000
15 H -3.445 2.062 3.119  0.000
16 H -3.283 0.454 5.025  0.000
17 H -2.281 -1.809 4.547  0.000
18 O 2.836 1.456 0.287  0.000
19 S 1.644 1.901 -0.831  0.000
20 O 2.119 3.085 -1.477  0.000
21 O 0.349 2.029 -0.149  0.000
22 O 1.675 0.713 -1.663  0.001
23 C -3.388 -0.458 -3.384  0.004
24 C -2.213 0.164 -4.096  0.008
25 C -2.356 1.285 -4.911  0.000
26 C -1.266 1.814 -5.587  0.003
27 C -0.032 1.181 -5.496  0.000
28 C 0.142 0.030 -4.730  0.009
29 C 1.459 -0.706 -4.747  0.001
30 C -0.952 -0.445 -3.970  0.022
31 N -0.823 -1.540 -3.098  0.233
32 C -0.721 -2.777 -3.595  0.173
33 C -0.916 -3.087 -5.066  0.022
34 C -0.407 -3.833 -2.720  0.170
35 C -0.299 -5.231 -3.292  0.021
36 N -0.173 -3.573 -1.424  0.231
37 C 0.241 -4.658 -0.592  0.019
38 C -0.700 -5.366 0.159  0.005
39 C -2.170 -5.063 0.029  0.003
40 C -0.262 -6.342 1.046  0.000
41 C 1.087 -6.626 1.182  0.000
42 C 2.012 -5.944 0.404  0.001
43 C 1.607 -4.959 -0.491  0.006
44 C 2.617 -4.222 -1.335  0.002
45 H -4.325 0.014 -3.687  0.000
46 H -3.277 -0.364 -2.298  0.002
47 H -3.449 -1.525 -3.606  0.000
48 H -3.338 1.738 -5.029  0.000
49 H -1.385 2.695 -6.209  0.000
50 H 0.815 1.567 -6.058  0.000
51 H 2.106 -0.307 -5.530  0.000
52 H 1.312 -1.773 -4.929  0.000
53 H 1.967 -0.607 -3.800  0.001
54 H -1.138 -2.178 -5.624  0.000
55 H -1.744 -3.789 -5.210  0.007
56 H -0.023 -3.548 -5.501  0.007
57 H -1.214 -5.513 -3.821  0.006
58 H -0.120 -5.953 -2.499  0.000
59 H 0.529 -5.296 -4.007  0.008
60 H -2.326 -4.024 -0.267  0.002
61 H -2.671 -5.233 0.985  0.000
62 H -2.638 -5.705 -0.725  0.000
63 H -0.991 -6.860 1.661  0.000
64 H 1.420 -7.366 1.901  0.000
65 H 3.073 -6.160 0.502  0.000
66 H 3.615 -4.636 -1.182  0.000
67 H 2.647 -3.169 -1.066  0.001
68 H 2.369 -4.281 -2.398  0.000
69 C -1.664 7.336 -1.942  0.000
70 C -0.542 6.381 -2.342  0.000
71 C 0.179 5.746 -1.145  0.000
72 C -0.671 4.737 -0.354  0.000
73 Ge -1.303 3.217 -1.447  0.000
74 C -3.078 3.916 -2.053  0.000
75 C -4.299 2.996 -2.009  0.000
76 C -5.570 3.695 -2.481  0.000
77 C -6.797 2.785 -2.396  0.000
78 H -2.169 7.743 -2.820  0.000
79 H -1.260 8.173 -1.364  0.000
80 H -2.418 6.837 -1.328  0.000
81 H 0.190 6.926 -2.941  0.000
82 H -0.945 5.582 -2.977  0.000
83 H 0.491 6.533 -0.452  0.000
84 H 1.069 5.237 -1.497  0.000
85 H -1.555 5.234 0.055  0.000
86 H -0.091 4.321 0.470  0.000
87 H -0.667 2.463 -2.597  0.000
88 H -2.910 4.240 -3.090  0.000
89 H -3.299 4.827 -1.481  0.000
90 H -4.467 2.625 -0.992  0.000
91 H -4.115 2.125 -2.639  0.000
92 H -5.433 4.029 -3.516  0.000
93 H -5.739 4.591 -1.873  0.000
94 H -6.701 1.939 -3.082  0.000
95 H -7.710 3.328 -2.652  0.000
96 H -6.913 2.387 -1.383  0.000
97 F 0.932 0.588 2.101  0.000
98 P 0.922 1.812 3.207  0.000
99 F 0.153 0.820 4.232  0.000
100 F 2.356 1.322 3.728  0.000
101 F 0.881 2.996 4.310  0.000
102 F -0.524 2.307 2.614  0.000
103 F 1.638 2.814 2.155  0.000
104 F 5.439 -0.873 3.006  0.000
105 C 4.430 -1.138 2.169  0.000
106 F 3.379 -1.525 2.885  0.000
107 F 4.809 -2.170 1.383  0.000
108 S 3.326 -0.041 0.059  0.000
109 O 4.207 0.008 1.458  0.000
110 O 4.292 -0.124 -0.972  0.000
111 O 2.386 -1.106 0.281  0.002

Values from the calculation:
Multiplicity   2
Expectation value of S²   0.7587
E_HOMO (alpha / beta)   -3.78 / -5.71 eV
Net charge   -1
Frontier orbital gap (alpha / beta)   0.1750 / 0.2458 hartree
E   -6698.6008 Ha
M   1243.68 u

=====

# 3
A cluster of 2 separate species, C6H17N2 in total, computed with ωB97M-V/def2-TZVPD.

Each line ends with the Mulliken charge.
Positions of all 25 atoms, in Å:
1 N 2.608 1.147 -1.759  -0.675
2 C 1.392 0.321 -1.655  0.658
3 C 1.522 -0.850 -2.686  -1.390
4 C 1.230 -0.415 -0.422  -0.881
5 N -2.381 0.008 1.810  -0.397
6 C -1.014 -0.077 1.382  -0.223
7 C -0.173 1.162 1.688  -1.105
8 C -3.143 -1.192 1.524  -0.902
9 H 2.432 2.043 -1.290  0.318
10 H -2.436 0.269 2.786  0.260
11 H 3.281 0.787 -1.074  0.287
12 H 0.567 0.970 -1.929  0.416
13 H 0.687 -1.541 -2.748  0.453
14 H 1.732 -0.405 -3.658  0.348
15 H 2.399 -1.438 -2.410  0.383
16 H 0.511 -1.220 -0.532  0.492
17 H 2.044 -0.637 0.264  0.411
18 H -1.026 -0.285 0.305  0.302
19 H -0.518 -0.940 1.860  0.347
20 H 0.669 1.223 0.962  0.246
21 H -0.791 2.051 1.539  0.376
22 H 0.253 1.180 2.683  0.343
23 H -3.441 -1.214 0.472  0.268
24 H -4.048 -1.195 2.129  0.362
25 H -2.597 -2.110 1.780  0.304

Values from the calculation:
E_HOMO   -12.05 eV
Net charge   +1
Frontier orbital gap   0.1713 hartree
Relative energy (zero: lowest compared OMol25 entry of this formula, charge and spin)   108.76 kcal per mole
E   -347.9175 Ha
M   117.22 u

=====

# 4
A cluster of 4 separate species, C3H14NO4 in total, computed with ωB97M-V/def2-TZVPD.

Each line ends with the Mulliken charge.
Positions of all 22 atoms, in Å:
1 C 1.097 0.822 -0.321  -0.722
2 O 1.979 -0.029 0.166  -0.628
3 C -0.045 1.189 0.688  0.311
4 C -0.517 2.582 0.297  -1.113
5 N -1.125 0.183 0.905  -0.878
6 H 0.730 0.604 -1.318  0.308
7 H 1.731 1.729 -0.543  0.295
8 H 0.449 1.316 1.627  0.315
9 H -1.232 2.516 -0.696  0.219
10 H -1.100 3.132 1.147  0.298
11 H 0.526 3.143 0.098  0.256
12 H -1.424 -0.207 -0.023  0.396
13 H -0.787 -0.672 1.305  0.448
14 H 0.631 -2.451 1.440  0.070
15 H 1.526 -0.922 0.560  0.478
16 O 0.300 -1.952 0.823  -0.853
17 H 0.546 -1.894 -0.505  0.410
18 H 0.890 -0.919 -1.783  0.244
19 O 0.777 -1.761 -1.618  -0.836
20 H -1.831 -2.158 0.073  0.298
21 H -1.175 -2.041 -1.443  0.400
22 O -1.946 -2.209 -0.883  -0.717

Values from the calculation:
E_HOMO   -4.69 eV
Net charge   -1
Frontier orbital gap   0.3176 hartree
Relative energy (zero: lowest compared OMol25 entry of this formula, charge and spin)   61.77 kcal per mole
E   -478.3747 Ha
M   128.15 u

=====

# 5
The molecule C20H22N2O2S2, computed with ωB97M-V/def2-TZVPD.

Each line ends with the Mulliken charge.
Positions of all 48 atoms, in Å:
1 O -0.819 5.400 -1.580  -0.633
2 S 2.581 5.107 -5.210  -0.250
3 O -0.634 -4.772 2.507  -0.392
4 S 2.352 3.523 -2.665  -0.201
5 C 0.224 5.048 -2.112  0.205
6 C 1.844 4.840 -3.737  0.304
7 C -0.212 1.322 1.691  -0.533
8 C -0.747 0.224 2.352  -1.012
9 C 1.040 3.951 -1.538  0.109
10 C 0.766 3.301 -0.350  -0.270
11 C 1.560 2.107 0.073  -0.663
12 C 1.117 1.202 1.013  0.705
13 C 1.166 -3.502 1.658  -0.525
14 C -0.712 -2.284 2.535  -0.506
15 C 1.834 -2.317 1.399  -0.666
16 C -0.119 -3.526 2.247  0.469
17 C -0.081 -1.076 2.200  0.918
18 C 1.218 -1.111 1.679  -0.171
19 N 0.759 5.553 -3.282  0.011
20 N 1.912 0.121 1.399  0.378
21 C -1.686 -6.414 3.990  -1.315
22 C -0.933 5.406 -5.044  -0.940
23 C 3.195 0.288 3.528  -1.194
24 C -1.340 -4.953 3.738  -0.201
25 C -0.076 6.345 -4.218  -0.816
26 C 3.218 0.434 2.002  -0.469
27 H -0.746 2.274 1.756  0.362
28 H -1.721 0.302 2.846  0.382
29 H -0.136 3.563 0.204  0.321
30 H 2.480 1.844 -0.402  0.413
31 H 1.688 -4.434 1.391  0.381
32 H -1.722 -2.314 2.934  0.313
33 H 2.831 -2.300 0.919  0.352
34 H -2.239 -6.874 3.171  0.308
35 H -2.287 -6.517 4.896  0.381
36 H -0.726 -6.922 4.159  0.312
37 H -1.500 5.981 -5.771  0.369
38 H -1.695 4.912 -4.399  0.270
39 H -0.341 4.625 -5.498  0.314
40 H 4.208 0.565 3.921  0.386
41 H 2.434 0.939 3.969  0.322
42 H 3.018 -0.717 3.855  0.314
43 H -2.258 -4.393 3.765  0.249
44 H -0.730 -4.583 4.549  0.392
45 H -0.680 7.071 -3.725  0.378
46 H 0.570 6.935 -4.837  0.457
47 H 3.998 -0.257 1.651  0.287
48 H 3.526 1.481 1.770  0.393

Values from the calculation:
Structure (SMILES)   CCOc1ccc2c(c1)C=C/C(=C\C=C1/SC(=S)N(CC)C1=O)N2CC
E_HOMO   -7.41 eV
Frontier orbital gap   0.2488 hartree
Relative energy (zero: lowest compared OMol25 entry of this formula, charge and spin)   43.41 kcal per mole
E   -1831.6452 Ha
M   386.54 u

=====

# 6
A structure of composition C3H5N3O5PZr, computed with ωB97M-V/def2-TZVPD.

Each line ends with the Mulliken charge.
Positions of all 18 atoms, in Å:
1 N 1.265 -1.465 0.946  -1.132
2 P -0.110 -0.800 0.403  1.399
3 O -0.992 -1.829 -0.385  -0.445
4 O -0.976 -0.331 1.681  -0.256
5 C 0.182 0.677 -0.765  0.625
6 N 1.126 0.264 -1.739  -0.418
7 N -0.952 1.084 -1.467  -0.410
8 C -2.018 1.308 -0.793  0.637
9 O -2.964 1.314 -0.178  -0.058
10 C 0.809 2.029 0.043  0.350
11 O 0.877 2.072 1.245  -0.269
12 O 1.186 2.875 -0.746  -0.173
13 H 1.265 -2.431 0.578  0.451
14 H -1.641 -1.414 -0.987  0.430
15 H -0.571 -0.827 2.460  0.090
16 H 2.079 0.205 -1.377  0.329
17 H 0.835 -0.627 -2.146  0.351
18 Zr 0.598 -2.103 3.225  1.500

Values from the calculation:
E_HOMO   -21.20 eV
Net charge   +3
Frontier orbital gap   0.1777 hartree
E   -1044.6680 Ha
M   285.29 u

=====

# 7
A cluster of 2 separate species, C8H18SSi in total, computed with ωB97M-V/def2-TZVPD.

Each line ends with the Mulliken charge.
Positions of all 28 atoms, in Å:
1 C -0.380 0.556 -0.085  -0.148
2 C 0.178 2.984 0.083  -1.398
3 C 1.766 1.498 -1.473  -1.677
4 C -0.768 1.130 -1.196  -0.462
5 C -0.630 -2.705 0.545  -1.004
6 C 1.400 -0.626 2.041  -1.070
7 C -1.712 -0.360 2.350  -1.018
8 C 0.449 1.685 -0.648  1.169
9 Si -0.277 -0.849 1.186  0.131
10 S -0.517 -1.872 -3.914  -0.306
11 H -0.560 3.641 -0.357  0.331
12 H -0.254 2.763 1.018  0.411
13 H 1.096 3.643 0.361  0.292
14 H 1.805 1.820 -2.471  0.350
15 H 2.523 2.036 -0.962  0.439
16 H 1.979 0.504 -1.499  0.437
17 H -1.484 1.269 -2.038  0.368
18 H -1.806 -2.208 -4.300  0.153
19 H -0.224 -3.127 -4.095  0.139
20 H -1.418 -2.737 -0.192  0.332
21 H 0.295 -3.115 0.060  0.280
22 H -0.849 -3.362 1.376  0.326
23 H 1.735 0.375 2.177  0.369
24 H 1.530 -1.070 3.026  0.365
25 H 2.175 -1.009 1.339  0.295
26 H -1.465 0.538 2.946  0.279
27 H -2.509 -0.169 1.666  0.347
28 H -2.079 -1.233 3.057  0.271

Values from the calculation:
Structure (SMILES)   CC1(C)C=C1[Si](C)(C)C.S
E_HOMO   -8.95 eV
Frontier orbital gap   0.3522 hartree
Relative energy (zero: lowest compared OMol25 entry of this formula, charge and spin)   42.81 kcal per mole
E   -1003.1915 Ha
M   174.39 u

=====

# 8
A cluster of 10 separate species, H19O10 in total, computed with ωB97M-V/def2-TZVPD.

Each line ends with the Mulliken charge.
Positions of all 29 atoms, in Å:
1 O -3.176 2.335 -1.004  -0.665
2 H -2.296 2.090 -0.496  0.466
3 H -0.717 -1.488 -1.893  0.392
4 O 2.112 1.994 2.005  -0.661
5 H 2.231 1.062 1.728  0.402
6 H 1.779 -2.449 -1.761  0.297
7 O 1.474 0.006 2.677  -0.904
8 H 1.273 2.138 2.310  0.275
9 H 1.450 -0.722 1.801  0.419
10 O -1.258 -0.915 -0.471  -0.534
11 H -0.158 1.093 -0.052  0.306
12 H -2.759 2.990 -1.516  0.301
13 O -1.065 1.352 0.200  -0.720
14 H -1.840 -1.888 -2.928  0.282
15 H -0.392 -1.129 -0.330  0.344
16 O 0.156 0.986 -3.097  -0.673
17 H -0.298 0.795 -2.271  0.260
18 H 0.711 0.208 -2.829  0.412
19 O 1.392 -1.290 0.497  -0.982
20 H 1.906 -2.027 0.899  0.162
21 H -0.300 -0.344 2.377  0.328
22 O -1.149 0.172 2.444  -0.706
23 H -1.251 0.604 3.293  0.249
24 H -1.283 1.070 1.048  0.354
25 O -1.118 -2.335 -2.466  -0.718
26 H 2.347 -0.133 3.020  0.276
27 O 2.110 -1.430 -1.897  -0.726
28 H -1.895 -1.663 -0.331  0.317
29 H 2.012 -1.084 -0.959  0.450

Values from the calculation:
E_HOMO   -6.36 eV
Net charge   -1
Frontier orbital gap   0.3449 hartree
Relative energy (zero: lowest compared OMol25 entry of this formula, charge and spin)   91.94 kcal per mole
E   -763.7439 Ha
M   179.14 u